The following is a quantum chemistry calculation of a structure of composition C48H58FIN7O5P2Sr in a non-equilibrium geometry, from OMol25.

```
123
Properties=species:S:1:pos:R:3:forces:R:3
C -0.895 -1.642 2.270 -1.203 -2.500 -0.350
H 1.953 2.760 -3.614 -0.097 -0.019 -0.124
N -2.650 1.962 1.630 -0.320 -0.361 0.759
H -4.268 -5.040 -4.194 -0.031 0.007 -0.085
H 4.884 3.921 -0.697 0.135 0.065 0.093
H -2.225 -6.452 -7.540 0.029 0.109 0.143
H -2.591 -3.650 1.810 -0.041 -0.069 0.058
H -1.517 -5.599 -6.291 -0.138 -0.190 -0.087
H -5.830 -0.734 4.620 0.091 -0.007 -0.143
H 0.723 4.079 2.141 -0.065 0.109 -0.131
H 9.357 -0.365 2.419 0.034 -0.011 0.073
O 0.228 -1.113 2.172 2.127 -2.782 0.642
C -3.887 0.131 4.522 -0.168 -0.351 0.034
C -4.540 4.037 -1.534 0.088 -0.024 -0.035
H 4.537 5.012 -2.035 0.031 0.107 -0.123
C -2.638 -4.401 -7.483 -0.118 0.816 -0.254
H 4.189 1.701 -3.669 -0.030 -0.199 -0.116
N -2.732 -3.916 -5.091 0.160 -0.110 -0.276
H 2.654 3.184 5.105 0.043 -0.068 0.131
H 4.457 3.962 1.921 0.145 0.058 -0.118
C -2.450 -3.139 -1.463 0.235 0.474 -0.507
H -5.010 4.581 -2.339 -0.014 0.047 -0.070
C 7.343 0.320 2.457 0.247 -0.082 -0.076
O -0.755 -0.178 -0.236 -0.166 -0.702 -1.484
H -1.407 -2.991 -6.401 -0.145 -0.027 -0.077
I -0.458 2.951 -0.542 -0.617 0.678 -0.336
Sr -0.442 0.830 1.845 0.945 3.488 -3.494
C -3.336 1.613 2.676 -0.442 0.804 -0.937
H 1.939 5.369 2.156 -0.012 0.136 0.041
C 2.478 0.395 -1.785 -0.062 0.284 0.249
C 4.102 4.273 -1.367 -0.114 -0.183 0.016
H -3.152 -4.762 -2.643 -0.054 -0.077 -0.049
C 4.055 1.377 1.527 0.186 -0.178 0.171
C -2.735 -3.770 -2.681 -0.141 0.031 0.032
C 0.093 -0.135 5.893 -0.120 0.142 -0.050
H -4.322 -6.445 -6.509 0.143 -0.027 -0.090
H -4.490 -4.707 -0.999 0.025 0.137 0.180
C -1.456 -1.329 -2.710 -0.157 -0.267 -0.159
O -0.657 1.571 3.748 0.512 1.680 3.334
P 2.717 1.978 -0.864 0.397 -0.114 -0.800
C 2.942 0.789 3.938 -0.073 0.040 0.004
C -1.564 0.853 4.265 -1.757 -0.056 1.268
H -2.543 4.359 -2.243 -0.003 -0.033 -0.092
H 2.712 4.351 -3.730 0.039 0.076 -0.101
H 2.036 4.076 0.949 -0.090 0.132 -0.049
H -3.085 -2.469 -6.613 0.087 -0.100 -0.100
H 0.662 -0.652 5.120 0.137 -0.016 -0.018
H 1.810 0.578 -2.623 -0.085 -0.087 -0.112
H 2.141 0.898 4.657 -0.058 -0.012 0.075
H -4.717 -4.262 -5.703 0.016 -0.038 0.036
C -3.487 -6.053 -5.927 -0.647 -0.089 0.641
C 1.777 4.307 1.982 0.100 -0.220 0.080
H 2.003 -0.308 -1.099 -0.023 -0.082 -0.080
H -4.343 -4.636 0.761 0.004 0.061 -0.193
H -5.328 2.363 1.270 -0.040 -0.045 -0.032
H 4.696 3.310 3.544 0.151 -0.043 0.064
C 6.228 0.685 1.677 0.104 -0.016 -0.694
C 4.065 3.953 2.935 -0.234 -0.131 0.045
H 5.391 2.060 -2.421 0.034 -0.009 -0.182
N 5.267 1.053 -0.489 0.042 -0.094 -0.184
C -3.127 -6.155 -0.144 -0.117 0.208 -0.006
H 0.097 -0.720 6.807 0.015 -0.038 0.033
C 2.363 3.588 -3.037 0.038 -0.052 0.242
H 5.018 3.249 -3.674 0.036 0.154 -0.176
H -3.654 -4.406 -7.879 0.091 -0.169 0.071
C -2.907 0.854 3.789 0.808 -0.371 0.932
C -5.298 3.453 -0.534 -0.082 0.064 0.004
H 3.068 -0.267 3.705 0.018 -0.038 0.051
C -3.165 3.903 -1.486 0.058 0.103 0.004
P 2.465 1.656 2.407 0.316 0.516 0.571
C -1.516 -2.076 0.932 0.355 0.275 0.430
C -2.314 -3.163 0.885 -0.104 0.075 -0.167
C -4.691 2.785 0.507 0.125 -0.126 0.225
H 7.590 0.257 -1.431 -0.039 -0.007 -0.073
F -1.540 -1.272 -5.038 -0.075 -0.096 0.048
C 3.518 3.104 -2.159 -0.167 -0.091 0.194
H -0.948 -0.376 -2.722 0.043 0.094 -0.019
H 1.853 4.659 4.573 0.016 0.150 0.001
H 3.879 1.189 4.324 -0.099 -0.097 0.082
H -4.377 1.913 2.751 -0.068 -0.015 -0.046
H 7.251 0.366 3.531 0.000 -0.047 0.098
C -1.311 0.026 5.420 0.258 -0.109 0.094
C -3.898 -4.771 -5.178 -0.087 -0.072 0.012
O -1.562 -1.861 3.268 -0.198 -0.169 0.418
C 6.326 0.677 0.258 -0.055 -0.011 0.643
H -3.894 -6.914 -0.012 -0.029 -0.110 -0.017
C -1.743 -1.920 -1.481 -0.095 -0.320 -0.188
H -6.041 1.519 5.112 0.041 0.047 0.012
C 7.526 0.264 -0.353 0.278 -0.097 0.077
H -2.435 -6.228 0.690 0.107 -0.032 0.090
C -1.277 -1.296 -0.242 -0.326 -0.436 -0.380
C -3.496 -0.589 5.619 -0.543 0.121 -0.442
H -3.144 -6.826 -5.237 0.085 0.063 -0.131
N 5.066 1.012 2.270 0.082 0.044 0.190
C -2.562 3.208 -0.450 0.489 -0.224 0.175
H -1.952 -4.228 -8.313 -0.022 -0.145 0.105
C 2.008 3.606 4.341 -0.033 -0.146 -0.124
H 0.539 0.841 6.071 0.182 0.085 0.022
C -2.454 -3.193 -3.913 0.091 0.075 0.451
H -6.377 3.524 -0.553 -0.052 0.018 -0.002
N -2.828 -3.685 -0.265 0.161 0.120 0.423
H 1.562 4.007 -2.426 0.002 0.112 -0.120
H 1.040 3.105 4.368 -0.077 0.021 0.181
C 4.173 1.429 0.115 -0.117 0.024 0.054
H -4.190 -1.190 6.194 -0.242 0.034 -0.097
H 9.503 -0.444 -0.025 0.061 0.012 -0.064
C -3.782 -4.776 -0.167 -0.106 -0.605 0.051
H 4.119 4.964 3.332 -0.001 0.170 0.065
H -2.576 -6.365 -1.059 0.037 0.000 -0.054
C 2.617 3.476 2.947 0.065 -0.086 -0.165
H 3.327 4.755 -0.774 -0.029 0.158 0.100
C -3.293 2.645 0.603 -0.831 0.605 -0.844
C 8.495 -0.076 1.835 -0.141 0.072 0.331
H -5.368 -0.200 2.991 -0.010 -0.031 0.132
C -2.443 -3.332 -6.393 0.185 0.309 -0.085
N -2.231 -0.646 6.045 0.425 0.032 0.357
H 3.435 0.004 -2.126 -0.002 -0.046 -0.061
C 4.598 2.478 -3.032 -0.037 0.074 0.182
N -2.372 -5.712 -6.849 0.426 -0.301 -0.185
O -6.039 1.271 4.182 -0.138 0.326 -0.052
C -1.825 -1.933 -3.885 0.103 0.196 0.188
C -5.318 0.055 4.055 0.016 -0.358 0.156
C 8.582 -0.113 0.431 -0.112 0.031 -0.352
```
Forces are in eV/Å.

Values from the calculation:
total energy: -101612.9274 eV
net charge: +1
orbital gap: 5.2 eV
energy relative to the best compared isomer or geometry (same formula, charge and spin): 66.85 kJ/mol